No. 1
A structure of composition C4H4N2O, computed with ωB97M-V with the def2-TZVPD basis set.

The geometry in XYZ format:
```
11
Properties=species:S:1:pos:R:3
O 1.065 -0.316 -0.910
N -0.749 -1.661 -1.369
N 1.726 0.522 -0.022
C -0.364 0.807 1.330
C -0.970 -0.034 0.383
C -0.224 -0.739 -0.689
C 1.064 1.006 0.964
H -1.139 1.185 0.267
H -2.005 -0.362 0.494
H 1.682 1.637 1.598
H -0.086 -2.045 -2.045
```

Properties
Energy relative to the best compared isomer or geometry (same formula, charge and spin), kJ/mol: 564.0
Total charge: 0
E_tot, Eh: -339.36683
HOMO-LUMO gap, eV: 8.63
LUMO, eV: -0.67



No. 2
A cluster of 2 separate species, C2H6N4S in total, computed with ωB97M-V with the def2-TZVPD basis set.

The geometry in XYZ format:
```
13
Properties=species:S:1:pos:R:3
S -1.385 -0.286 -1.942
N 0.159 -0.259 0.229
N 1.222 -0.834 0.647
N 1.634 -1.718 -0.183
N 0.793 -1.776 -1.224
C -0.165 -0.797 -0.960
C -0.955 2.166 1.008
H -1.648 1.838 1.795
H 2.207 -2.466 0.133
H -0.176 1.489 0.896
H 0.575 -2.666 -1.740
H -1.647 2.172 0.113
H -0.612 3.135 1.225
```

Properties
Energy relative to the best compared isomer or geometry (same formula, charge and spin), kJ/mol: 317.5
Total charge: 0
E_tot, Eh: -696.90512
HOMO-LUMO gap, eV: 8.32
LUMO, eV: -0.20



No. 3
A structure of composition C20H18ClN2O2PbSSe3Te, computed with ωB97M-V with the def2-TZVPD basis set.

The geometry in XYZ format:
```
49
Properties=species:S:1:pos:R:3
Pb 0.586 0.634 0.956
Te 3.339 1.216 2.656
Se 2.186 -0.512 4.145
Se 4.446 0.045 0.780
Se -0.085 -0.140 3.547
Cl -6.863 2.102 1.804
S 2.139 3.966 -0.749
O 1.797 3.355 0.583
O -1.291 1.854 -0.059
N 0.959 -1.831 -0.296
N -1.484 -0.993 0.651
C 0.385 -4.159 0.023
C -1.178 -2.380 0.646
C 2.136 1.841 -2.395
C 3.741 3.242 -1.223
C -5.189 2.008 1.281
C -1.668 -4.705 1.140
C 2.470 -3.542 -1.002
C -0.515 -5.120 0.546
C 1.249 3.021 -2.013
C 1.622 -4.511 -0.570
C -3.167 3.114 0.610
C -2.713 -0.649 0.603
C 0.078 -2.789 0.106
C -3.239 0.702 0.711
C 3.550 2.408 -2.488
C -4.468 3.182 1.034
C 2.099 -2.188 -0.818
C -1.996 -3.331 1.194
C -4.583 0.795 1.110
C -2.486 1.875 0.415
H 2.099 1.089 -1.603
H -2.343 -5.426 1.583
H -2.900 -3.022 1.701
H 2.797 -1.389 -1.050
H 4.001 2.611 -0.366
H 3.429 -3.779 -1.442
H 1.081 3.695 -2.858
H -3.477 -1.428 0.501
H -4.952 4.141 1.174
H 4.307 1.625 -2.545
H 0.292 2.757 -1.556
H -2.602 4.016 0.409
H 1.809 1.365 -3.320
H 1.886 -5.559 -0.650
H 3.645 3.034 -3.381
H -5.142 -0.114 1.306
H 4.474 4.042 -1.322
H -0.259 -6.171 0.491
```

Properties
Energy relative to the best compared isomer or geometry (same formula, charge and spin), kJ/mol: 14.3
Total charge: -1
E_tot, Eh: -9556.62742
HOMO-LUMO gap, eV: 5.61
LUMO, eV: 2.00